A 23-piece molecular cluster, C74H208N14O23 overall at a distorted geometry. Source: the Open Molecules 2025 dataset; level of theory: ωB97M-V/def2-TZVPD.

Last column: Mulliken charge in e.
Positions of all 319 atoms, in Å:
C (-4.07763, 0.86787, 4.71199)  -0.868
C (-2.84991, 1.41103, 5.52546)  1.081
C (-3.07093, 2.92210, 5.84399)  -1.083
O (-2.93544, 3.52095, 4.53291)  0.168
C (-3.11147, 4.90643, 4.57310)  -0.765
N (-2.53133, 0.48474, 6.51492)  0.771
H (-4.56723, 1.49092, 3.96354)  0.094
H (-4.92107, 0.86062, 5.40238)  -0.249
H (-3.87956, -0.09171, 4.23440)  0.401
H (-2.02195, 1.35527, 4.81871)  -1.210
H (-2.32000, 3.17361, 6.59295)  0.251
H (-4.07164, 3.13556, 6.21961)  0.486
H (-2.36147, 5.34605, 5.23061)  0.061
H (-4.09682, 5.17722, 4.95238)  0.364
H (-3.08247, 5.33826, 3.57271)  0.242
H (-3.32845, 0.07691, 6.98222)  0.173
H (-2.20102, -0.32010, 6.00188)  0.298
C (1.81436, 0.09837, -1.61609)  -1.327
C (0.65789, -0.53207, -0.72680)  1.034
C (0.22795, 0.42490, 0.50114)  -0.126
O (-0.77371, -0.33883, 1.18461)  0.100
C (-1.35794, 0.26846, 2.38983)  -0.750
N (-0.51246, -0.62340, -1.63375)  -0.070
H (2.71542, 0.20998, -1.01299)  0.151
H (1.63755, 1.10816, -1.98646)  -0.144
H (2.09344, -0.53305, -2.45960)  -0.089
H (0.97484, -1.51598, -0.38100)  0.588
H (-0.08054, 1.34959, 0.01341)  -0.159
H (1.06306, 0.66280, 1.16001)  0.314
H (-1.87905, 1.20584, 2.19525)  0.393
H (-0.52528, 0.39488, 3.08179)  -0.084
H (-2.03674, -0.40602, 2.91174)  0.273
H (-1.25762, -1.07712, -1.12485)  -0.015
H (-0.82448, 0.32010, -1.45332)  -0.154
C (-8.56530, -0.34239, 8.32152)  -1.641
C (-7.05538, -0.08853, 8.11934)  0.436
C (-6.17810, -1.21876, 7.59567)  -0.435
O (-4.83507, -0.95226, 7.86879)  -0.404
C (-3.97170, -2.05986, 7.65698)  -0.907
N (-6.83582, 1.08604, 7.25619)  -0.610
H (-8.66450, -1.09559, 9.10316)  0.422
H (-9.00241, -0.70804, 7.39237)  0.306
H (-9.12299, 0.54731, 8.61395)  0.390
H (-6.77755, 0.15454, 9.14492)  0.341
H (-6.35697, -1.47946, 6.55254)  0.205
H (-6.43253, -2.03881, 8.26715)  0.527
H (-2.93688, -1.86025, 7.93526)  0.168
H (-3.92025, -2.21589, 6.57943)  0.320
H (-4.32582, -2.96807, 8.14468)  0.415
H (-7.22109, 0.85163, 6.35246)  0.232
H (-5.84239, 1.06014, 7.07583)  0.100
C (4.87554, -5.24721, -3.31808)  -1.097
C (5.09971, -4.20468, -4.43254)  0.421
C (4.23077, -4.42481, -5.67504)  -0.074
O (4.65811, -5.63502, -6.16863)  -0.336
C (4.85611, -5.75582, -7.57648)  -0.788
N (5.03151, -2.79855, -3.98337)  0.603
H (3.88768, -5.11746, -2.87605)  -0.116
H (5.60723, -5.05397, -2.53363)  0.355
H (4.93753, -6.28023, -3.66037)  0.485
H (6.15405, -4.23097, -4.70784)  0.394
H (4.46009, -3.61921, -6.37255)  0.053
H (3.19132, -4.42493, -5.34692)  0.075
H (5.46261, -4.91425, -7.91116)  0.279
H (3.83610, -5.71591, -7.95871)  0.324
H (5.49116, -6.60307, -7.83525)  0.280
H (4.20825, -2.77952, -3.39857)  -0.577
H (5.80124, -2.79560, -3.32944)  -0.287
C (0.02943, 3.97906, -0.51728)  -1.756
C (1.48807, 3.65755, -0.70363)  2.581
C (2.09719, 4.22086, -2.05526)  -0.657
O (1.28727, 3.92469, -3.21148)  -0.087
C (1.53297, 4.74668, -4.25400)  -0.342
N (2.27767, 3.97711, 0.50776)  -0.164
H (-0.66993, 3.47354, -1.18319)  0.270
H (-0.26371, 5.02883, -0.50536)  0.478
H (-0.26220, 3.58715, 0.45713)  0.276
H (1.51421, 2.56786, -0.69963)  -1.817
H (3.17304, 4.04931, -2.08994)  -0.015
H (1.98538, 5.28939, -1.87128)  0.632
H (1.19326, 5.75295, -4.00882)  0.370
H (0.78963, 4.36561, -4.95423)  -0.178
H (2.44736, 4.64459, -4.83843)  0.181
H (2.86495, 4.79737, 0.45885)  0.338
H (1.77361, 4.08303, 1.37654)  -0.059
C (9.37785, -0.83701, -1.92387)  -1.585
C (8.37379, -1.03653, -3.07387)  0.615
C (7.27134, 0.00831, -3.00615)  0.185
O (6.59215, -0.09674, -1.67849)  -0.294
C (5.32107, 0.56131, -1.64619)  -0.024
N (9.22418, -1.23276, -4.26619)  -0.754
H (8.89760, -0.63743, -0.96594)  0.269
H (10.05656, -0.00566, -2.11443)  0.354
H (9.95455, -1.72516, -1.66562)  0.434
H (7.83204, -1.96903, -2.91555)  -0.082
H (6.59557, -0.24341, -3.82350)  0.065
H (7.62672, 1.03017, -3.13872)  0.103
H (4.88361, 0.69102, -0.65630)  -0.187
H (4.63477, 0.03154, -2.30682)  0.241
H (5.48141, 1.61492, -1.87490)  0.098
H (8.60052, -1.53508, -5.00087)  0.250
H (9.83075, -2.03697, -4.19264)  0.320
C (1.37019, -9.20639, 4.27401)  -1.808
C (1.06960, -7.94424, 3.54614)  0.960
C (2.30457, -6.95220, 3.47126)  -0.945
O (1.95712, -5.75077, 2.83300)  -0.073
C (1.48549, -4.71115, 3.77758)  -0.486
N (0.42297, -8.47442, 2.36484)  -0.687
H (0.57003, -9.91808, 4.47738)  0.383
H (1.83866, -9.02376, 5.24111)  0.398
H (2.14504, -9.71573, 3.70107)  0.376
H (0.32242, -7.61308, 4.26736)  0.073
H (3.15322, -7.39588, 2.95063)  0.406
H (2.72686, -6.71841, 4.44856)  0.390
H (0.52298, -5.05101, 4.15992)  0.414
H (1.34388, -3.79295, 3.20753)  -0.309
H (2.13149, -4.71245, 4.65552)  0.447
H (-0.47393, -8.90212, 2.54587)  0.271
H (0.33709, -7.61973, 1.83361)  0.205
C (-2.53824, 6.44070, -6.07209)  -1.399
C (-1.41693, 6.17927, -7.00371)  0.789
C (-1.48389, 4.65850, -7.54894)  -0.938
O (-1.41134, 3.85155, -6.37887)  0.207
C (-1.24333, 2.50533, -6.71349)  -1.198
N (-1.37509, 7.06275, -8.12806)  -0.782
H (-2.51165, 7.46954, -5.71307)  0.377
H (-2.49089, 5.78449, -5.20304)  0.219
H (-3.51036, 6.32766, -6.55201)  0.283
H (-0.48149, 6.33577, -6.46652)  0.090
H (-0.66695, 4.53004, -8.25900)  0.373
H (-2.46865, 4.53444, -7.99945)  0.374
H (-2.21748, 2.24232, -7.12575)  0.444
H (-1.11900, 1.81156, -5.88204)  0.217
H (-0.56783, 2.18129, -7.50520)  0.407
H (-1.92143, 6.66343, -8.87784)  0.301
H (-0.45166, 6.83695, -8.46925)  0.294
C (1.00662, -4.27453, -2.04736)  -0.248
C (0.28078, -5.67760, -2.04721)  0.457
C (1.19671, -6.75292, -2.59929)  -0.801
O (1.18628, -6.32943, -3.95376)  -0.232
C (1.75299, -7.24942, -4.91791)  -0.895
N (-0.23716, -6.00455, -0.72888)  -0.660
H (0.30021, -3.53649, -1.66739)  0.258
H (1.20017, -3.96990, -3.07587)  -0.083
H (1.94578, -4.41859, -1.51320)  0.021
H (-0.52625, -5.63526, -2.77865)  0.469
H (0.83809, -7.78224, -2.60329)  0.476
H (2.23645, -6.69509, -2.27727)  0.153
H (1.20334, -8.18675, -5.00377)  0.393
H (2.73315, -7.58775, -4.58189)  0.337
H (1.95289, -6.66738, -5.81757)  0.182
H (-1.08923, -5.46413, -0.77394)  0.129
H (0.32886, -5.37936, -0.17312)  0.227
C (-0.35817, 2.06675, 10.62735)  -1.701
C (-0.76274, 2.25008, 9.23292)  0.590
C (-0.05312, 3.45265, 8.59817)  0.029
O (-0.58295, 4.72647, 8.97215)  -0.414
C (-0.22795, 5.89626, 8.20463)  -0.514
N (-0.41657, 0.92911, 8.58421)  -0.773
H (-0.33835, 2.99057, 11.20548)  0.397
H (0.62852, 1.63034, 10.78255)  0.364
H (-1.03737, 1.33524, 11.06516)  0.457
H (-1.84581, 2.28451, 9.11521)  0.162
H (-0.11292, 3.31509, 7.51855)  -0.385
H (1.02735, 3.48468, 8.73831)  0.584
H (0.84886, 6.06525, 8.20391)  0.304
H (-0.78271, 6.71541, 8.66216)  0.266
H (-0.62531, 5.83623, 7.19141)  0.054
H (-0.99299, 0.88437, 7.75605)  0.320
H (-0.67570, 0.20476, 9.23862)  0.215
C (-8.05887, 0.20067, -3.09566)  -1.351
C (-7.25213, 1.45199, -2.92541)  1.282
C (-6.02797, 1.39332, -3.83458)  -0.207
O (-5.34585, 2.58078, -3.72503)  -0.506
C (-4.39868, 2.82011, -4.81755)  -0.693
N (-8.15181, 2.58685, -3.26193)  -0.847
H (-9.08631, 0.34965, -2.76358)  0.463
H (-7.63015, -0.59649, -2.48835)  0.098
H (-7.99553, -0.26535, -4.07898)  0.369
H (-6.85628, 1.53008, -1.91283)  -0.635
H (-6.33944, 1.08132, -4.83146)  0.626
H (-5.40902, 0.62020, -3.37928)  -0.160
H (-4.93164, 3.12647, -5.71767)  0.560
H (-3.67365, 2.01605, -4.94371)  0.103
H (-3.95960, 3.76912, -4.50984)  0.212
H (-8.50533, 2.32756, -4.17182)  0.318
H (-7.58447, 3.41599, -3.36567)  0.308
C (5.03658, 6.05473, -3.43421)  -1.321
C (5.95177, 4.96300, -2.84663)  1.732
C (7.18013, 4.55987, -3.70198)  -0.809
O (6.74977, 4.19618, -4.94735)  -0.462
C (6.18708, 2.86050, -5.17125)  -0.274
N (6.48410, 5.20646, -1.53761)  -0.650
H (4.92585, 5.90434, -4.50808)  0.257
H (5.55071, 6.99403, -3.23046)  0.437
H (4.06674, 6.11317, -2.94017)  0.211
H (5.40456, 4.02041, -2.83244)  -0.789
H (7.70125, 3.72146, -3.23981)  0.308
H (7.86127, 5.39004, -3.88902)  0.347
H (6.96787, 2.17031, -4.85172)  0.128
H (5.89039, 2.65320, -6.19942)  0.237
H (5.36727, 2.65142, -4.48400)  0.174
H (7.24634, 5.86899, -1.54929)  0.287
H (6.78758, 4.33258, -1.13221)  0.259
C (4.69407, 4.16473, 5.13747)  -1.711
C (3.61760, 3.62721, 4.18038)  1.489
C (2.45832, 4.66742, 3.93626)  -1.074
O (1.31626, 4.07491, 3.31932)  -0.557
C (0.50470, 3.28574, 4.13333)  0.264
N (4.28349, 3.30976, 2.96112)  -0.441
H (5.41504, 3.39962, 5.42536)  0.358
H (4.21841, 4.60346, 6.01462)  0.401
H (5.36176, 4.88964, 4.67182)  0.361
H (3.16589, 2.74149, 4.62708)  -0.484
H (2.69053, 5.55521, 3.34804)  0.327
H (2.12849, 4.99008, 4.92378)  0.447
H (0.30733, 3.97694, 4.95271)  0.125
H (0.99445, 2.39440, 4.52543)  0.171
H (-0.43963, 3.03895, 3.64809)  -0.277
H (4.56686, 4.12350, 2.43422)  0.356
H (3.55237, 2.84418, 2.44267)  0.002
C (6.36188, -1.57247, 2.79551)  -1.541
C (5.03552, -0.79380, 2.54281)  0.175
C (4.02957, -1.66362, 1.65320)  0.326
O (4.72000, -1.93514, 0.43970)  -0.155
C (4.22582, -3.13785, -0.15155)  -0.539
N (4.47438, -0.45303, 3.84976)  -0.142
H (6.97861, -1.15898, 3.59350)  0.560
H (6.99065, -1.45340, 1.91314)  0.204
H (6.28580, -2.65979, 2.80178)  0.311
H (5.28226, 0.06420, 1.91749)  0.056
H (3.17887, -1.07529, 1.30932)  -0.569
H (3.62834, -2.51551, 2.20222)  0.554
H (4.57171, -3.32609, -1.16792)  -0.294
H (3.15159, -3.22232, -0.31584)  0.331
H (4.60335, -4.05587, 0.29879)  0.462
H (5.21401, -0.77411, 4.45801)  0.303
H (4.58478, 0.54911, 3.90998)  -0.004
C (-3.64528, -1.31062, -4.78672)  -0.211
C (-4.27903, -0.92237, -6.06682)  -0.282
O (-5.28254, -1.74088, -6.43480)  -0.574
H (-4.50447, -1.35217, -4.11726)  -0.307
H (-2.83852, -0.68297, -4.40816)  0.115
H (-3.34538, -2.35829, -4.76366)  0.508
H (-3.50347, -0.86440, -6.83053)  0.396
H (-4.79227, 0.03912, -6.05273)  0.017
H (-4.92363, -2.42491, -7.00479)  0.363
C (-8.07126, -0.66602, 2.65330)  -1.265
C (-6.97613, -0.23690, 3.68534)  0.734
O (-7.23831, 1.06475, 3.97875)  -0.540
H (-8.15051, 0.02929, 1.81762)  0.223
H (-9.05527, -0.66424, 3.12213)  0.365
H (-7.78008, -1.59656, 2.16605)  0.347
H (-5.99102, -0.46010, 3.27564)  -0.176
H (-7.12098, -0.72426, 4.64949)  -0.116
H (-7.12519, 1.48795, 3.12453)  0.414
C (-6.49079, 4.72592, 2.05661)  -1.426
C (-5.77763, 3.47292, 1.45237)  0.402
O (-6.62285, 2.33048, 1.58664)  -0.374
H (-7.42256, 5.08118, 1.61648)  0.328
H (-5.86273, 5.61677, 2.05117)  0.432
H (-6.53042, 4.59920, 3.13849)  0.331
H (-4.89092, 3.18228, 2.01573)  -0.063
H (-5.52985, 3.60397, 0.39903)  0.171
H (-7.33477, 2.44833, 0.95348)  0.152
C (-3.30743, 1.65898, -1.04379)  0.512
C (-3.75332, 0.20591, -0.59010)  0.298
O (-5.14844, 0.11535, -0.44424)  -0.001
H (-3.77715, 1.74826, -2.02333)  -0.383
H (-2.25111, 1.71774, -1.30618)  -0.334
H (-3.65133, 2.46123, -0.39093)  0.111
H (-3.24699, 0.00224, 0.35343)  0.076
H (-3.42853, -0.62100, -1.22163)  -0.090
H (-5.52780, 0.77742, 0.13831)  -0.187
C (1.63286, -1.36630, 4.72498)  -1.137
C (1.10881, -0.33552, 5.69560)  0.960
O (0.65212, -1.09135, 6.80144)  -0.628
H (1.73073, -1.04636, 3.68760)  0.077
H (0.98795, -2.23938, 4.62528)  0.294
H (2.56181, -1.79324, 5.10294)  0.387
H (0.37280, 0.36280, 5.29721)  -0.609
H (1.96389, 0.28455, 5.96477)  0.315
H (0.48081, -0.45531, 7.49979)  0.376
C (-6.19308, -3.21626, -1.78977)  -0.413
C (-6.29432, -4.71419, -1.55228)  -0.702
O (-5.10412, -5.34727, -1.81776)  -0.434
H (-5.20572, -2.76912, -1.67454)  -0.088
H (-6.90006, -2.61790, -1.21512)  0.291
H (-6.38009, -2.98715, -2.83887)  0.345
H (-7.17504, -5.03329, -2.10960)  0.471
H (-6.50207, -4.93421, -0.50514)  0.281
H (-5.18239, -5.83798, -2.63916)  0.273
C (-2.12071, -4.20563, 1.66393)  -1.026
C (-3.22719, -4.26456, 0.65802)  -0.166
O (-2.66444, -4.23540, -0.64294)  -0.489
H (-1.51496, -5.09757, 1.82394)  0.167
H (-2.51886, -4.04631, 2.66602)  0.551
H (-1.46040, -3.36561, 1.44840)  0.018
H (-3.95163, -3.45391, 0.73646)  0.297
H (-3.91659, -5.08573, 0.85426)  0.413
H (-3.34558, -4.56797, -1.23204)  0.142
C (5.66659, -0.12418, -6.75820)  0.029
C (5.33700, -0.57226, -8.16630)  -0.899
O (4.12754, -1.16157, -8.24953)  -0.470
H (6.56279, 0.48078, -6.89588)  0.404
H (5.73838, -0.97650, -6.08256)  -0.249
H (4.83860, 0.48818, -6.40106)  0.097
H (6.05835, -1.22542, -8.65735)  0.350
H (5.36221, 0.31997, -8.79191)  0.433
H (3.51848, -0.45428, -8.02505)  0.291
C (2.00822, -1.43086, -5.37804)  0.005
C (0.51349, -1.37723, -5.35630)  -0.038
O (0.00267, -0.73121, -6.48243)  -0.437
H (2.19870, -1.81086, -6.38174)  0.521
H (2.43874, -2.07505, -4.61137)  -0.870
H (2.54850, -0.48474, -5.41045)  0.290
H (0.03590, -0.93396, -4.48250)  -0.009
H (0.21424, -2.42518, -5.33702)  0.221
H (0.44900, -1.20093, -7.19077)  0.315

The value obtained for the HOMO-LUMO gap is 9.08 eV. The highest occupied orbital energy is -8.72 eV. The value obtained for the energy is -5440.64549 Eh.